C5H10O in the gas phase, computed with ωB97M-V with the def2-TZVPD basis set.

The calculation puts the relative energy (zero: lowest compared OMol25 entry of this formula, charge and spin) at 119.6 kJ/mol. The value obtained for the maximum force is 0.32 eV Å⁻¹. The value obtained for the HOMO energy is -9.389 eV. For the gap between HOMO and LUMO, the calculation gives 10.573 eV. Its total charge is 0. The LUMO energy comes out at 1.184 eV. As for the SMILES: C=COCCC.

Element x y z (Å)
C (0.226, 2.505, 1.097)
C (-0.484, 1.447, 1.468)
O (-1.310, 0.773, 0.614)
C (-0.851, -0.532, 0.280)
C (0.187, -0.487, -0.834)
C (0.585, -1.881, -1.310)
H (0.205, 2.848, 0.068)
H (0.828, 3.052, 1.813)
H (-0.478, 1.066, 2.492)
H (-1.736, -1.091, -0.042)
H (-0.441, -1.034, 1.172)
H (1.068, 0.063, -0.481)
H (-0.235, 0.093, -1.664)
H (1.324, -1.824, -2.116)
H (1.023, -2.473, -0.497)
H (-0.283, -2.431, -1.694)

Cartesian forces (eV/Å) of the 6 atoms listed first:
C -0.1 -0.1 0.0
C 0.2 0.2 0.1
O 0.0 0.1 0.0
C 0.1 -0.3 -0.1
C 0.0 0.1 0.0
C 0.0 -0.1 0.0